Entry from the Open Molecules 2025 dataset: a 19-piece molecular cluster, C33H44Cl54N5O2S overall at a distorted geometry (ωB97M-V with the def2-TZVPD basis set).

Calculated values
DFT total energy (Eh): -26955.88968
Kohn-Sham gap (eV): 7.3338
Total charge: +1
LUMO energy (Eh): -0.1545

Atoms and positions in Å:
C -5.58584 0.97543 -0.68028
C -4.99677 1.92618 -1.88229
O -5.70470 3.01127 -2.29591
O -3.68597 1.72918 -2.56773
C -2.56731 1.87674 -1.62017
C -1.23398 2.62631 -2.28340
C 0.07104 1.96648 -1.52053
C 1.49270 2.72712 -1.82047
C 2.61270 2.35144 -0.63752
N 2.90616 0.84277 -0.70656
C 2.44665 -0.06372 0.23952
N 1.57583 0.30952 1.45696
C 1.36645 -1.06224 2.05910
N 0.59507 -1.54705 3.26655
C -0.34315 -2.43757 2.72882
S -1.56737 -3.36882 1.92785
N 2.08432 -2.13432 1.26938
N 2.70532 -1.55306 0.17470
C 3.45992 -2.42174 -0.80723
C 2.83261 -3.91842 -1.03928
C 2.42694 -4.22560 -2.63252
C 3.31346 -5.53813 -3.15459
C 0.84178 -4.75657 -2.64846
H -5.97176 1.59188 0.26565
H -6.51363 0.31020 -1.00566
H -4.79078 0.21105 -0.23551
H -2.20733 0.77342 -1.36008
H -2.91108 2.42970 -0.63203
H -1.18541 2.45750 -3.44167
H -1.35440 3.79097 -2.09948
H 0.17277 0.83363 -1.85773
H -0.16011 1.98294 -0.37086
H 1.31377 3.90035 -1.78801
H 1.92600 2.45651 -2.89865
H 2.09176 2.66660 0.37808
H 3.57825 3.00716 -0.87044
H 3.49380 0.53735 -1.53664
H 2.08038 -3.14304 1.53621
H 3.52516 -1.89751 -1.86459
H 4.56371 -2.54745 -0.40864
H 1.85013 -4.14265 -0.42825
H 3.61321 -4.75310 -0.69489
H 2.56994 -3.28915 -3.32325
H 2.69064 -6.06003 -4.01911
H 4.37785 -5.21235 -3.51612
H 3.33408 -6.28103 -2.22473
H 0.09171 -3.90865 -2.29039
H 0.74161 -5.63055 -1.84288
H 0.54312 -5.24034 -3.67644
C 6.54291 -5.04110 0.72440
Cl 6.33718 -6.77850 1.00450
Cl 6.58681 -4.69192 -1.01218
Cl 5.24477 -4.12620 1.51027
H 7.49556 -4.73217 1.16196
C 5.87377 -0.42171 3.51750
Cl 5.29739 -0.98939 5.09384
Cl 7.49126 -1.06126 3.17945
Cl 4.74091 -0.88633 2.23665
H 5.93366 0.66919 3.54519
C 6.23043 2.47179 -2.49947
Cl 7.93109 2.36449 -2.98483
Cl 5.35871 3.61447 -3.53581
Cl 5.46582 0.87423 -2.55421
H 6.18835 2.83862 -1.47083
C 3.86793 6.55496 -6.30590
Cl 4.95363 7.84330 -5.75749
Cl 4.74134 5.39644 -7.32304
Cl 3.12838 5.73311 -4.92118
H 3.07210 7.00643 -6.90361
C 0.80551 -4.43343 6.00988
Cl -0.12759 -4.07258 7.47222
Cl 2.35882 -3.58131 6.03709
Cl 1.05684 -6.17992 5.84737
H 0.23690 -4.08531 5.14390
C 8.21210 -4.00650 5.26875
Cl 7.63572 -4.57418 6.84509
Cl 9.82959 -4.64605 4.93070
Cl 7.07924 -4.47112 3.98790
H 8.27199 -2.91559 5.29643
C -2.76942 -1.84730 -3.58678
Cl -1.87688 -0.81731 -4.71896
Cl -3.25272 -3.36079 -4.37123
Cl -1.79400 -2.17784 -2.14487
H -3.67295 -1.31620 -3.27698
C -3.90359 4.69759 2.08797
Cl -4.47996 4.12991 3.66432
Cl -2.28609 4.05804 1.74992
Cl -5.03644 4.23297 0.80712
H -3.84369 5.78849 2.11566
C 10.97115 3.70952 -4.97599
Cl 11.33218 3.26802 -6.65350
Cl 9.48117 4.66469 -4.89105
Cl 10.83915 2.25979 -3.96571
H 11.79389 4.32034 -4.59594
C -6.64026 2.28662 -5.75753
Cl -4.93959 2.17932 -6.24289
Cl -7.51197 3.42930 -6.79386
Cl -7.40486 0.68906 -5.81227
H -6.68233 2.65345 -4.72889
C -1.57732 -0.49331 6.97954
Cl -0.57640 0.53468 8.01912
Cl -3.23596 0.12547 6.90448
Cl -0.87959 -0.60150 5.35434
H -1.60350 -1.49727 7.41058
C -1.62144 4.72683 5.97940
Cl -2.55454 5.08767 7.44174
Cl -0.06814 5.57894 6.00662
Cl -1.37012 2.98033 5.81690
H -2.19006 5.07494 5.11342
C -6.39862 8.31288 1.55993
Cl -7.11026 9.77936 2.25445
Cl -4.63534 8.33504 1.73300
Cl -7.08071 6.86766 2.32537
H -6.63971 8.28448 0.49433
C -10.63858 2.00383 -9.36455
Cl -9.74604 3.03381 -10.49673
Cl -11.12188 0.49033 -10.14900
Cl -9.66316 1.67329 -7.92264
H -11.54212 2.53493 -9.05474
C -11.06508 5.57232 2.69166
Cl -10.48158 7.24517 2.71294
Cl -10.04333 4.57039 1.64679
Cl -11.11404 4.90954 4.33426
H -12.08059 5.56693 2.28776
C -1.80076 -7.40109 2.26261
Cl -0.79984 -6.37310 3.30219
Cl -3.45940 -6.78232 2.18755
Cl -1.10303 -7.50928 0.63741
H -1.82694 -8.40506 2.69365
C -2.45834 0.41964 11.91753
Cl -1.74157 -1.19690 12.02868
Cl -3.13059 0.69218 10.30093
Cl -3.70853 0.63233 13.15511
H -1.67168 1.15791 12.09230
C 1.51540 -8.94174 -5.80604
Cl 1.09314 -8.05944 -4.32868
Cl 2.60639 -7.97768 -6.81595
Cl 2.25263 -10.50333 -5.40889
H 0.59805 -9.12758 -6.37027


Entry from the Open Molecules 2025 dataset: a single C4H8Cl molecule at a distorted geometry (ωB97M-V with the def2-TZVPD basis set).

Calculated values
Multiplicity: 2
DFT total energy (Eh): -617.31593
Kohn-Sham gap (alpha / beta) (eV): 8.3985 / 10.5761
Relative energy (zero: lowest compared OMol25 entry of this formula, charge and spin) (eV): 0.382
LUMO energy (alpha / beta) (Eh): 0.0397 / 0.0207

Atoms and positions in Å:
Cl -0.43387 -0.40153 -2.06972
H 0.77172 0.85284 -1.13050
C 1.28077 1.08329 -0.11980
H 2.35001 0.85097 -0.23351
H 1.13574 2.16095 0.06025
C 0.65434 0.17035 0.80810
C -0.75513 -0.16858 0.68230
C -1.06816 -1.08277 -0.54434
H 1.27861 -0.29182 1.56412
H -1.13150 -0.66854 1.57924
H -1.32987 0.76276 0.55090
H -0.61695 -2.06864 -0.41887
H -2.13571 -1.19928 -0.72817


Entry from the Open Molecules 2025 dataset: C24H25BCo2O8 as an isolated structure at a distorted geometry (ωB97M-V with the def2-TZVPD basis set).

Calculated values
DFT total energy (Eh): -4321.63764
Kohn-Sham gap (eV): 3.6658
Relative energy (zero: lowest compared OMol25 entry of this formula, charge and spin) (eV): 1.045
LUMO energy (Eh): -0.1545

Atoms and positions in Å:
C -2.67937 -2.70847 -0.64298
C -1.55506 -3.63391 -0.17216
C -1.96700 -5.06395 -0.46514
O -0.37205 -3.33531 -0.87283
B 0.36113 -2.40129 -0.03378
C 1.86676 -3.03363 0.21045
C 2.56536 -2.73390 1.37237
C 3.79816 -3.34978 1.64439
C 4.33462 -4.26542 0.73040
C 3.62858 -4.57144 -0.43695
C 2.39153 -3.95587 -0.68997
C 0.50067 -0.94184 -0.86560
C 0.94813 0.26075 -0.15364
C 0.10085 1.11342 0.46109
O -0.27268 -2.24121 1.24711
C -1.16229 -3.33241 1.36531
C -2.32726 -2.93394 2.26072
C -0.46690 -4.53386 2.00284
H -3.64561 -2.99701 -0.20751
H -2.47335 -1.66058 -0.38965
H -2.75534 -2.77502 -1.73401
H -2.87332 -5.32558 0.09314
H -2.18418 -5.16922 -1.53341
H -1.17571 -5.76980 -0.20366
H 2.15703 -2.01761 2.08853
H 4.32219 -3.10725 2.57284
H 5.29019 -4.75029 0.93888
H 4.02451 -5.29445 -1.15871
H 1.84362 -4.20849 -1.59770
H 1.19422 -1.17277 -1.68437
H -0.48841 -0.74469 -1.29879
H 2.02972 0.45822 -0.18603
H 0.45874 2.06156 0.86067
H -0.92258 0.80330 0.68864
H -3.05690 -3.75485 2.31624
H -1.95807 -2.73292 3.27604
H -2.82667 -2.03428 1.88570
H -1.18497 -5.33699 2.21960
H 0.32499 -4.93507 1.36253
H 0.00349 -4.22419 2.94236
O -3.76441 7.58696 -0.35496
C -2.63902 7.36511 -0.50233
Co -0.93672 7.12705 -0.72680
C -0.89565 7.51581 -2.46725
O -0.97396 7.93251 -3.54692
C -0.59761 8.64582 0.10890
O -0.40988 9.65843 0.62720
C -0.95211 5.28548 0.08643
C -0.73841 4.10225 -0.56706
C -1.05008 2.81194 -0.78854
Co 0.63022 5.26827 -0.84197
C 0.73511 5.32831 -2.62980
O 0.91235 5.38313 -3.76953
C 2.04392 4.22419 -0.50465
O 2.91776 3.47625 -0.37055
C 1.40366 6.93239 -0.60369
O 2.25312 7.72833 -0.54979
H -1.31974 5.30813 1.12650
H -0.40441 2.27009 -1.47370
H -2.01092 2.39952 -0.46442